C37H37CdN10S2 as an isolated structure. Source: the Open Molecules 2025 dataset; level of theory: ωB97M-V with the def2-TZVPD basis set.

XYZ file:
```
87
C37H37CdN10S2, DFT ωB97M-V with the def2-TZVPD basis set
Cd 0.71339 1.58792 -0.36666
C 4.59841 -4.44338 1.53760
C 3.90375 -3.32331 0.79788
C 3.60239 -3.40873 -0.55716
C 2.96656 -2.37493 -1.21549
C 2.54243 -1.18614 -0.57137
N 1.89244 -0.17581 -1.22023
C 1.34867 -0.33790 -2.48867
C 0.58289 -1.44025 -2.89998
C -0.07590 -1.47629 -4.11708
C -0.01228 -0.40836 -5.00705
C -0.79693 -0.39427 -6.29455
C 0.76159 0.67811 -4.63693
C 1.44508 0.71335 -3.43106
N 2.27618 1.86178 -3.19463
C 3.03320 2.50520 -4.11844
C 3.67977 3.52942 -3.47388
C 3.25299 3.42726 -2.13441
N 2.41343 2.42026 -1.97931
C 2.94050 -1.08054 0.78811
C 3.58616 -2.13330 1.42692
N 2.75420 0.11508 1.57340
C 2.78077 0.18633 2.92581
C 2.87548 1.50999 3.27341
C 2.87537 2.19522 2.04843
N 2.79781 1.35730 1.02336
H 4.32561 -5.41324 1.11709
H 5.68771 -4.35557 1.48046
H 4.32137 -4.44868 2.59353
H 3.88112 -4.29998 -1.11173
H 2.77700 -2.46904 -2.27524
H 0.47397 -2.26575 -2.20767
H -0.67853 -2.34515 -4.36685
H -1.18760 -1.38655 -6.52373
H -1.64516 0.29241 -6.22796
H -0.18134 -0.07065 -7.13703
H 0.81625 1.54231 -5.29247
H 3.06835 2.17858 -5.14494
H 4.37206 4.23423 -3.90405
H 3.51595 4.03560 -1.28153
H 3.87301 -2.01381 2.46502
H 2.69536 -0.69333 3.54037
H 2.89027 1.92647 4.26766
H 2.87360 3.26048 1.86835
C -1.78565 -0.97155 -0.56269
N -1.31857 0.35515 -0.92144
C -1.90518 0.97009 -1.88128
C -1.53481 2.29680 -2.27687
C -2.11088 3.13095 -3.23683
C -1.40217 4.33894 -3.17409
C -0.43148 4.16935 -2.17632
N -0.50761 2.94367 -1.63448
C -2.97001 -0.94154 0.38477
C -3.76040 -2.07890 0.53838
C -4.82796 -2.09203 1.42551
C -5.13117 -0.95455 2.16644
C -4.35501 0.18722 2.01000
C -3.27848 0.19417 1.12986
H -0.96656 -1.49188 -0.05854
H -2.05197 -1.56248 -1.44600
H -2.72484 0.49278 -2.42885
H -2.94182 2.87845 -3.88248
H -1.56889 5.23283 -3.75857
H 0.30440 4.88141 -1.82897
H -3.53246 -2.96468 -0.04767
H -5.43008 -2.98701 1.53361
H -5.97011 -0.95769 2.85333
H -4.59333 1.08644 2.56939
H -2.67716 1.09002 1.00901
S -0.08458 -2.48556 2.58430
C -1.13484 -1.73095 3.66728
N -1.34195 -0.40688 3.67481
C -2.24830 0.30206 4.56787
C -3.35895 -0.62987 5.00313
C -2.73090 -1.88682 5.57343
N -1.83289 -2.45321 4.57886
H -0.84631 0.14370 2.99557
H -2.64304 1.16267 4.02937
H -1.70520 0.68066 5.43873
H -3.96054 -0.89563 4.13123
H -3.99750 -0.14689 5.74265
H -3.49036 -2.62617 5.82062
H -2.19010 -1.64596 6.49472
H -1.64765 -3.43850 4.55167
S -0.44776 2.31233 1.92893
C 0.07089 3.89793 1.75724
N 0.44489 4.98879 1.60710
```

Values from the calculation:
Charge = -1
Orbital gap = 6.35 eV
Energy relative to the best compared isomer or geometry (same formula, charge and spin) = 14.1 kcal per mole
LUMO = 2.345 eV
HOMO energy = -4.009 eV